[1]
85
Properties=species:S:1:pos:R:3:forces:R:3 method="wB97M-V/def2-TZVPD" fmax_ev_per_a=5.2 multiplicity=6 e_tot_ha=-2568.75200 total_charge=+1 relative_energy_kcal_mol=15.04 gap_ha="0.1958 / 0.2003" e_lumo_ev="-4.1 / -3.9"
Sm -1.028014 -1.910518 0.231739 4.1 -2.8 -0.7
C -2.872414 -3.568170 0.749515 1.3 -0.3 -1.9
C -3.477691 -2.714165 -0.251155 1.4 -0.8 -0.2
C -1.565186 -3.705665 -1.223100 -2.6 -0.2 1.3
C -1.670796 -4.195557 0.151139 -2.8 0.8 -1.3
C -2.694737 -2.793864 -1.464686 0.8 -1.1 1.2
C -3.419206 -3.889574 2.103259 -0.1 -0.1 -0.3
H -4.000932 -3.052142 2.495733 -0.1 -0.2 0.1
H -2.631355 -4.148357 2.816307 -0.2 0.0 -0.2
H -4.080257 -4.752495 1.979013 0.0 0.1 0.3
C -0.736629 -5.120606 0.810586 0.7 -0.3 -0.2
H -0.862924 -5.137892 1.891416 0.0 -0.2 -0.3
H 0.307167 -4.834722 0.609754 -0.5 -0.4 0.1
H -0.883892 -6.094777 0.398762 -0.3 -1.0 -0.1
C -0.505404 -4.081663 -2.195061 -0.2 0.1 0.2
H -0.831670 -5.044409 -2.587112 0.5 -0.1 -0.3
H 0.470596 -4.188547 -1.713590 0.0 -0.2 -0.1
H -0.430828 -3.361327 -3.009605 0.1 -0.1 -0.1
C -2.984423 -2.112433 -2.774090 0.0 -0.6 0.4
H -3.612799 -2.811603 -3.329961 0.0 0.3 -0.4
H -2.076689 -1.915987 -3.351914 -0.2 0.0 0.0
H -3.532945 -1.184089 -2.637829 -0.1 0.0 -0.1
C -4.778276 -1.985847 -0.101500 0.3 -0.5 -0.3
H -5.518645 -2.649181 -0.553891 -0.3 0.3 0.1
H -4.787917 -1.036545 -0.632602 -0.1 0.1 0.0
H -5.032640 -1.825320 0.941055 -0.1 0.0 0.0
C -0.515681 -0.696086 2.165900 -1.3 -1.4 3.1
C -1.845168 -0.946802 2.359324 1.3 0.5 1.6
C -2.900534 0.061193 2.141297 -1.1 0.6 0.0
C -2.732628 0.937499 0.864778 -0.6 1.0 1.0
C -2.199814 0.313461 -0.357934 1.3 0.3 -2.8
C -0.864442 0.293456 -0.723719 -2.5 1.1 -0.7
C 0.233950 0.798684 0.146223 0.9 0.3 -0.2
C 0.133322 0.507095 1.668924 0.7 1.8 0.4
H -2.859215 0.692930 3.051346 -0.3 0.1 -0.5
H -2.084919 1.792706 1.086950 -0.2 -0.1 0.1
H -3.907925 -0.394220 2.141964 0.6 0.1 0.0
H -0.400443 1.316138 2.171910 0.2 0.3 -0.2
H 0.175738 -1.541991 2.406855 -0.5 0.6 -0.1
H -2.148940 -1.888328 2.854301 0.4 0.5 -0.3
H 1.161486 0.512552 2.086872 -0.5 0.0 -0.4
H 1.226138 0.459809 -0.227279 -0.7 0.2 0.1
H -0.576297 -0.077884 -1.739972 -0.4 0.2 0.7
H 0.206790 1.893939 -0.028016 0.4 -0.3 0.3
H -3.718530 1.365531 0.600673 0.4 -0.2 0.2
H -2.940354 -0.028257 -1.113783 0.7 0.2 0.6
P 2.260374 4.585278 -0.537688 0.1 0.0 0.2
P 2.913814 5.251006 -3.589045 0.1 0.3 -0.1
C 2.948508 6.285572 -0.933614 -0.1 -0.1 0.1
C 3.694433 6.337733 -2.273156 0.1 -0.2 -0.3
H 3.631036 6.549225 -0.113788 -0.3 0.1 -0.2
H 2.115649 7.007762 -0.924906 0.2 -0.3 0.0
H 3.697082 7.362519 -2.665186 0.2 -0.1 0.1
H 4.743828 6.020648 -2.144011 -0.4 0.1 -0.1
C 4.192308 5.396977 -4.898097 0.2 0.0 -0.2
H 3.799859 4.963080 -5.831346 0.1 0.2 0.3
H 5.087079 4.819673 -4.614045 -0.3 0.2 -0.1
H 4.483145 6.440044 -5.083863 0.0 -0.2 0.0
C 1.685151 6.474347 -4.236588 -0.1 -0.1 -0.1
H 2.156272 7.435575 -4.486674 -0.1 -0.2 0.1
H 0.893443 6.640407 -3.491961 0.2 0.0 -0.2
H 1.215242 6.059070 -5.142590 0.1 0.2 0.3
C 3.320593 4.196388 0.920245 0.0 -0.1 0.2
H 2.956583 3.271246 1.394311 0.2 0.3 -0.1
H 3.309982 5.009451 1.661650 0.0 -0.2 -0.1
H 4.357517 4.023754 0.591151 -0.4 0.0 0.1
C 0.717344 5.075407 0.333587 -0.3 0.1 0.2
H -0.013618 5.472841 -0.389526 0.3 -0.1 0.2
H 0.905487 5.833042 1.107409 -0.1 -0.2 -0.1
H 0.272282 4.182359 0.804200 0.1 0.3 -0.1
C 2.668560 -2.645662 -0.054693 -0.1 -0.8 0.5
C 2.184573 -3.221444 1.220237 -2.1 -0.3 1.9
C 2.916218 -3.812918 2.209634 2.7 -0.3 -0.7
C 2.075638 -4.097634 3.261540 -0.5 -1.0 2.9
C 0.776021 -3.692205 2.997486 4.2 0.4 -3.0
C -0.272757 -3.763450 3.966073 -1.2 -0.6 1.7
N 0.850999 -3.157784 1.691881 -0.7 1.4 -0.9
H 2.438989 -1.588082 -0.075384 0.1 0.5 -0.4
H 2.226018 -3.189669 -0.891059 0.2 0.3 -0.4
H 3.752065 -2.804932 -0.034984 -0.2 0.3 -0.5
H 4.025552 -3.989074 2.184950 -1.3 0.2 0.0
H 2.361509 -4.545675 4.251755 -0.2 0.5 -1.2
H 0.200981 -4.010424 4.931291 -0.1 0.2 -0.3
H -0.789407 -2.824269 4.137436 -0.4 0.1 0.0
H -0.962382 -4.606154 3.838570 -0.3 0.3 -0.2


[2]
58
Properties=species:S:1:pos:R:3:forces:R:3 method="wB97M-V/def2-TZVPD" fmax_ev_per_a=6.1 multiplicity=5 e_tot_ha=-4423.70199 total_charge=+4 relative_energy_kcal_mol=0.00 gap_ha="0.2311 / 0.1706" e_lumo_ev="-13.7 / -15.8"
I -2.157397 -1.583344 -2.061505 0.8 0.2 0.0
I 0.501371 -1.138251 3.523724 0.1 0.2 -0.1
Rh 1.230966 0.089130 1.226512 -1.7 -2.0 0.3
Ga -0.087521 -0.212315 -1.260158 -1.2 -0.4 -0.2
S 0.523270 -1.986236 0.181146 0.3 0.6 0.3
C 1.011724 0.137229 -3.153890 1.4 1.2 -4.5
C -1.111225 1.559491 -1.410577 -2.1 2.5 -0.8
C 1.939906 -2.815747 -0.663725 0.5 -0.1 -0.7
C 2.537331 -3.732038 0.400252 -0.3 -0.1 0.5
C 2.960307 -1.810398 -1.170030 0.0 -0.1 0.0
C 1.338951 -3.612070 -1.816781 -0.2 -0.2 0.0
C 1.107498 1.785138 1.967494 1.3 5.6 2.0
C 2.850764 0.740027 0.611665 4.8 2.4 -1.1
O -1.686014 2.392781 -1.980127 2.0 -2.3 1.3
O 1.387986 0.386435 -4.212545 -1.5 -1.1 4.5
O 1.258628 2.870355 2.348203 -1.0 -4.1 -1.3
O 3.886146 1.241845 0.449397 -4.1 -2.1 0.5
H 3.402374 -4.255100 -0.023648 -0.2 0.1 0.0
H 1.800911 -4.474597 0.726245 0.2 0.0 -0.1
H 2.869328 -3.164198 1.277167 0.1 -0.1 -0.1
H 3.616913 -2.338890 -1.874132 0.0 0.3 0.2
H 3.557674 -1.410707 -0.343522 0.0 -0.1 -0.3
H 2.474624 -0.987643 -1.722440 0.4 -0.3 0.2
H 2.151960 -4.174070 -2.290722 -0.2 0.0 0.0
H 0.877562 -2.957693 -2.562476 0.1 -0.1 -0.1
H 0.581568 -4.313679 -1.454782 0.1 0.0 -0.2
C -4.836644 0.454578 3.633483 -0.1 -0.7 -0.5
C -4.956877 0.572817 2.136846 -0.2 -1.5 1.8
C -5.036701 -0.563095 1.331130 -0.2 -1.0 -1.1
C -5.083783 -0.453486 -0.060105 -0.3 -1.4 1.7
C -4.961602 0.795824 -0.658157 0.6 1.6 -0.2
C -4.736355 1.915311 0.150733 0.2 -0.1 0.2
N -4.280558 3.081134 -0.467529 1.0 1.1 -0.7
C -3.244098 3.914840 -0.062105 -1.0 -0.9 -0.1
C -3.197293 5.226732 -0.574210 0.2 1.0 -0.4
C -2.406908 6.186281 0.049892 -0.6 0.3 -0.7
C -1.707245 5.866165 1.216438 0.2 0.5 0.2
C -1.639425 4.542554 1.637038 -0.2 -1.1 -0.2
C -2.295348 3.551374 0.925291 0.2 -0.5 0.9
C -1.943071 2.116384 1.279173 -0.6 0.2 1.8
O -1.720790 1.881283 2.480921 0.1 -0.2 -1.7
O -1.939033 1.221432 0.339071 1.0 -0.2 -0.5
C -4.945038 1.844834 1.544096 0.5 2.3 -1.0
C -5.086106 3.061343 2.396619 -0.3 0.0 -0.2
H -3.850911 0.836649 3.954168 -0.3 0.1 -0.1
H -5.624787 1.017454 4.161787 0.3 -0.1 -0.2
H -4.910967 -0.601765 3.931219 0.0 0.4 -0.1
H -5.084914 -1.542726 1.817059 0.0 0.3 -0.3
H -5.163586 -1.338231 -0.682166 -0.1 0.0 0.1
H -4.927519 0.924624 -1.740938 -0.1 -0.2 0.2
H -4.642823 3.268027 -1.411076 -0.1 0.1 0.5
H -3.808101 5.475945 -1.444979 0.1 0.1 0.3
H -2.384750 7.216603 -0.332252 -0.1 -0.6 0.2
H -1.168431 6.616190 1.799187 -0.2 0.0 -0.3
H -1.071345 4.241475 2.514157 0.1 0.2 -0.3
H -4.177399 3.207608 2.995383 -0.1 0.0 0.0
H -5.288243 3.955428 1.804356 0.1 -0.1 0.1
H -5.921714 2.930120 3.097486 0.2 0.0 -0.1